A 24-piece molecular cluster, C6H62NO25 overall in a non-equilibrium geometry. Source: the Open Molecules 2025 dataset; level of theory: ωB97M-V with the def2-TZVPD basis set.

Structure (XYZ):
```
94
Properties=species:S:1:pos:R:3:forces:R:3
C 3.47846 -1.47522 1.67781 -0.8773 1.5320 -5.5382
O 2.07846 -0.97222 1.90381 1.3457 -0.2584 -0.0631
C 1.36546 -0.45622 0.75181 3.5034 5.0604 1.8130
C 0.08746 0.32778 1.13181 2.3167 -2.0381 1.6928
N -0.81854 0.67578 0.02381 0.2224 -0.5521 2.9435
H -0.31154 1.22978 -0.64719 0.4129 1.3122 -0.7186
H -0.97754 -0.15222 -0.44819 -0.3576 -2.7690 -1.7964
C -2.17454 1.12878 0.43481 -0.2728 2.6570 -2.6122
C -2.82254 1.75178 -0.84619 0.1045 0.3115 -0.3262
O -2.93154 0.85378 -1.93019 -0.5266 -0.1394 -1.2708
C -3.82154 1.30778 -2.99219 -0.0649 -0.3158 -0.0878
H 4.13946 -0.58422 1.13881 -1.6351 -2.2768 1.6634
H 3.36346 -2.30322 0.85681 0.2494 1.4935 1.0749
H 4.02746 -2.00122 2.42581 -0.4283 0.5229 1.4628
H 1.38946 -1.23222 0.16781 -1.4427 -4.3215 -3.8869
H 2.07046 0.23578 0.25681 -0.1802 0.0205 0.0137
H 0.38746 1.07178 1.86681 -0.2744 1.0368 -0.8981
H -0.21354 -0.42022 1.82681 -2.2824 -0.5970 0.3029
H -1.96354 1.93378 1.13381 -0.7099 -0.1638 0.4834
H -2.89754 0.36378 0.74781 1.2367 0.0901 0.3434
H -2.73254 2.77178 -1.22819 2.8511 0.3853 -0.1698
H -3.74254 2.10978 -0.58719 -3.6811 -0.6374 1.7397
H -4.89054 1.25278 -2.76419 0.0807 0.5376 1.0259
H -3.84454 0.59078 -3.81519 1.0284 -0.1315 0.1076
H -3.58954 2.31078 -3.42819 0.1216 -0.5990 0.6623
O 5.60246 -4.34322 -0.80319 -0.9560 -0.4402 -6.9285
H 5.42446 -4.26322 0.08881 -1.1634 0.9136 2.4777
H 4.73946 -4.26922 -1.31019 1.8108 -0.1976 0.9923
O -6.30154 2.32378 0.58481 0.5513 1.0782 -0.6215
H -6.71754 2.58778 -0.23719 -1.0071 -0.8224 -0.4908
H -5.76554 3.14578 0.57081 0.5165 -0.4095 1.0868
O -2.63654 -1.70522 1.69881 -0.1908 -0.8925 6.5706
H -3.59254 -1.92722 1.98681 2.7349 0.4810 -0.2157
H -2.74754 -1.71322 0.78981 0.4314 0.1295 -1.9712
O 1.35746 -0.33622 4.09281 -1.1403 2.5237 0.6144
H 1.60746 -1.13422 4.49781 0.3096 -1.5957 0.6635
H 1.69046 -0.37222 3.17981 0.3045 -0.3896 0.2869
O 6.27846 0.03278 -0.49519 -0.5789 1.7011 -4.4401
H 6.73846 0.19878 0.28681 1.2642 0.5534 1.9271
H 6.59346 0.75178 -1.18719 -0.8314 -2.2423 2.4224
O -0.56254 4.27678 -2.61819 0.9946 0.6776 1.1101
H -0.99554 4.00978 -3.39919 -1.0126 -0.4953 -1.4532
H -0.16754 5.12978 -2.85819 -0.0030 -0.2533 0.2060
O -2.42754 0.88378 -5.96219 1.4339 4.2250 7.4434
H -2.17654 0.81778 -6.78119 1.5545 -1.6636 -8.0965
H -1.71954 1.68178 -5.80319 -2.7577 -2.6047 0.4220
O -1.77054 -0.21522 4.14281 -4.5325 -2.1052 -2.2068
H -2.19954 -0.73222 3.30881 1.4597 1.7663 2.8741
H -0.91354 -0.10222 3.84681 3.3015 0.2958 -0.5124
O -1.88754 5.20778 -0.02919 2.5436 0.3468 1.0589
H -0.85054 5.26078 -0.04619 -3.1342 -0.1420 0.0618
H -2.15754 5.44278 0.89481 0.4729 -0.2588 -1.0370
O 3.15346 -0.94022 -1.98219 1.3896 0.9843 3.4891
H 4.05046 -0.59522 -1.67719 -1.6059 -0.7234 -0.2647
H 3.25846 -1.00722 -2.88619 0.2373 -0.3589 -3.1151
O -4.65154 4.64478 0.36581 2.9330 0.2656 -2.4729
H -5.15054 5.46078 0.22581 0.1538 -0.0646 -0.0416
H -3.80454 4.71378 -0.30419 -3.0325 -0.0554 2.4785
O -1.47754 -1.81022 -1.50719 2.0842 2.8695 -1.4997
H -2.36254 -1.94522 -1.33919 -2.6997 -0.8237 0.6930
H -0.87654 -2.41922 -1.15619 0.9501 -1.9290 0.9785
O 3.47746 -4.60722 2.98781 0.3322 -0.1983 2.5167
H 3.59346 -4.74222 3.98881 -0.2416 0.1919 -2.3170
H 2.76946 -3.95622 2.94081 -0.6210 0.0097 0.0248
O 0.79746 -3.21422 2.95881 -2.6714 -0.9825 -2.9315
H 0.52146 -3.32922 1.94881 1.4144 0.4052 2.7103
H -0.09554 -3.46222 3.31681 1.2951 0.3592 0.2204
O -5.09754 1.33778 -6.73119 1.2692 -0.9859 4.6617
H -5.47154 1.32478 -5.76419 -0.1658 0.3634 -2.8309
H -4.20054 1.03278 -6.33219 -1.4154 0.7652 -1.8611
O 4.00546 1.86078 2.69381 2.3808 -3.8919 -0.3106
H 3.63746 2.45778 3.30681 -0.4251 0.6713 1.5986
H 4.49546 1.05278 3.18381 -1.9830 3.0986 -1.2842
O 0.67546 -3.96522 -0.12519 1.6099 3.2817 1.8124
H 0.23246 -4.62322 -0.55819 -1.5311 -2.8146 -1.8769
H 1.39846 -3.64422 -0.68119 -0.1319 -0.3017 0.0106
O 5.85146 -1.48922 3.82581 1.7572 1.6157 -0.7911
H 5.68946 -2.19222 4.42381 -0.1151 -1.0625 0.9456
H 6.82346 -1.28022 3.91281 -1.6168 -0.4682 -0.1078
O -1.09954 -0.94422 -4.25319 1.0532 -0.9378 2.7757
H -1.62354 -0.49822 -4.85619 -1.5177 1.3734 -2.3479
H -1.56954 -0.75022 -3.41519 0.6698 -0.4732 -0.3074
O -3.84854 -1.64522 -0.06319 -3.9046 -0.6304 -3.5735
H -4.70654 -1.35822 0.29081 0.2396 0.7110 -0.1992
H -4.08154 -2.56522 -0.24319 0.1798 -0.3012 -0.3634
O 0.94646 1.94478 -1.74819 -1.6964 0.6832 -3.2345
H 1.02646 1.42678 -2.61019 0.3765 0.2174 1.8299
H 0.37646 2.68978 -2.17319 1.2483 -0.8244 1.5166
O 5.58646 -4.21222 1.45081 7.1130 2.7069 -2.7502
H 4.87046 -4.16622 1.90781 -6.8949 -1.0684 5.2207
H 6.11346 -4.95922 1.30481 0.4181 -2.0134 0.8288
O -1.13054 3.04478 2.98181 -1.0096 2.0390 -3.8039
H -0.71854 2.71478 3.71381 1.6124 -1.5561 3.3058
H -0.48154 3.65778 2.57881 -0.5539 -0.4862 0.4617
```
Forces are in eV/Å.

Output
net charge	+1
LUMO	-2.806	eV
energy relative to the best compared isomer or geometry (same formula, charge and spin)	80.8	kcal/mol
HOMO-LUMO gap	0.3289	hartree